Formula: C3H9NO3
Source: the Open Molecules 2025 dataset
Level of theory: wB97M-V/def2-TZVPD

## Properties
E_HOMO: -0.365 Ha
LUMO: 1.0 eV
SMILES string: CCOONOC
ΔE to the lowest compared entry with this formula, charge and spin: 162.1 kcal per mole
total energy: -399.96314 Ha

Positions of all 16 atoms, in Å:
C 2.6170 0.0218 0.3546
C 1.5986 0.8334 -0.4370
O 0.4729 1.2275 0.3127
O -0.2986 0.1318 0.7885
N -0.6809 -0.7021 -0.2625
O -1.8524 -0.2989 -0.8809
C -3.0046 -0.2920 -0.0564
H 2.9233 0.5668 1.2452
H 2.1855 -0.9284 0.6592
H 3.4910 -0.1734 -0.2629
H 2.0098 1.7988 -0.7413
H 1.2766 0.2790 -1.3283
H -0.8174 -1.6067 0.2009
H -3.2229 -1.3006 0.3161
H -2.8828 0.3923 0.7869
H -3.8151 0.0507 -0.6947